Record 1
The following is a DFT calculation (the ωB97M-V functional and the def2-TZVPD basis) of the molecule C9H13N3.

**E_HOMO**: -7.80 eV
**Relative energy (zero: lowest compared OMol25 entry of this formula, charge and spin)**: 42.2 kcal per mole
**SMILES**: Cc1ccc(/N=N/N(C)C)cc1

The geometry in XYZ format:
```
25
Properties=species:S:1:pos:R:3:nbo_charge:R:1
C 4.5340 0.3829 0.2528 -0.625
C 3.0835 0.0594 -0.0591 -0.046
C 2.1760 1.1080 -0.0358 -0.198
C 0.7627 0.8857 -0.0483 -0.233
C 0.4044 -0.4848 -0.3030 0.108
N -1.0247 -0.9151 -0.2799 -0.287
N -1.8471 -0.0721 -0.6052 -0.003
N -3.1444 -0.0560 -0.2668 -0.232
C -3.5555 -1.0489 0.7930 -0.451
C -3.8152 1.1958 -0.3845 -0.406
C 1.3074 -1.5173 -0.5094 -0.218
C 2.6455 -1.2219 -0.2614 -0.194
H 4.9724 0.8350 -0.6487 0.217
H 4.5156 1.1692 1.0188 0.217
H 5.2078 -0.4454 0.5257 0.222
H 2.5119 2.1568 0.1468 0.209
H -0.1198 1.5519 0.1094 0.238
H -3.0462 -2.0309 0.4904 0.242
H -3.2178 -0.6987 1.7498 0.195
H -4.6232 -1.0664 0.7967 0.204
H -3.3277 1.8785 -1.0189 0.229
H -3.8298 1.6953 0.6063 0.180
H -4.8519 1.1169 -0.7643 0.201
H 0.9393 -2.4778 -0.8063 0.226
H 3.3429 -2.0000 -0.4982 0.206
```

Record 2
The following is a DFT calculation (the ωB97M-V functional and the def2-TZVPD basis) of a structure of composition C45H54BF5N5O2P2STi.

**E_HOMO**: -4.49 eV
**Net charge**: -1
**Relative energy (zero: lowest compared OMol25 entry of this formula, charge and spin)**: 2.7 kcal per mole

The geometry in XYZ format:
```
116
Properties=species:S:1:pos:R:3:mulliken_charge:R:1
Ti 0.7616 0.2939 0.3334 -0.354
C -1.2325 -5.5592 0.2793 -1.911
C -1.1665 -4.2939 1.1395 2.233
C 0.2372 -4.2073 1.7532 -2.103
C -2.1630 -4.4193 2.2952 -2.133
P -1.4267 -2.6394 0.2628 0.498
C -0.4168 -2.9860 -1.2588 -1.638
N -0.1065 -1.8280 -2.0753 0.241
B 0.3085 -0.4921 -1.6920 1.515
N 0.4950 0.1974 -2.9463 0.384
C 0.9419 1.5492 -3.1992 -1.996
P 0.6561 2.6368 -1.7253 1.274
C 1.8900 4.0233 -2.0815 2.372
C 2.0255 4.4118 -3.5602 -1.836
C 3.2512 3.5280 -1.5830 -1.759
C 1.5329 5.2736 -1.2682 -1.952
C -1.0754 3.2979 -2.0664 2.293
C -1.2404 4.1523 -3.3242 -2.041
C -1.5319 4.1034 -0.8449 -1.749
C -1.9922 2.0762 -2.2036 -1.610
C 0.2180 -0.6637 -3.9965 0.590
C 0.2665 -0.4581 -5.3650 -0.755
C -0.0810 -1.5132 -6.2061 -0.896
C -0.4559 -2.7430 -5.6824 -0.831
C -0.4946 -2.9572 -4.3056 -1.091
C -0.1601 -1.9098 -3.4608 0.676
C -3.1827 -2.5999 -0.4204 2.479
C -4.1134 -2.1562 0.7159 -1.640
C -3.7184 -3.8811 -1.0564 -2.046
C -3.1988 -1.4903 -1.4794 -1.961
H -0.9755 -6.4219 0.9030 0.553
H -2.2238 -5.7368 -0.1355 0.308
H -0.5157 -5.5370 -0.5421 0.239
H 0.4349 -5.1160 2.3312 0.663
H 1.0177 -4.1265 0.9948 0.326
H 0.3307 -3.3502 2.4210 0.340
H -1.8696 -5.2604 2.9313 0.531
H -2.1703 -3.5191 2.9145 0.333
H -3.1790 -4.6076 1.9484 0.381
H 0.5118 -3.4451 -0.9067 0.345
H -0.9311 -3.7263 -1.8730 0.377
H 2.0114 1.5595 -3.4308 0.512
H 0.4177 1.9482 -4.0731 0.312
H 2.1976 3.5578 -4.2155 0.239
H 2.8975 5.0661 -3.6575 0.556
H 1.1632 4.9610 -3.9326 0.291
H 3.5898 2.6292 -2.1016 0.298
H 3.9902 4.3163 -1.7595 0.635
H 3.2305 3.3053 -0.5188 0.176
H 0.6641 5.7938 -1.6728 0.248
H 1.3488 5.0316 -0.2201 0.242
H 2.3792 5.9660 -1.3115 0.569
H -0.7653 5.1270 -3.2243 0.369
H -0.8493 3.6653 -4.2197 0.256
H -2.3094 4.3246 -3.4875 0.505
H -0.9505 5.0131 -0.7045 0.365
H -2.5814 4.3884 -0.9802 0.489
H -1.4366 3.5277 0.0737 0.031
H -1.8090 1.5177 -3.1241 0.126
H -1.8715 1.3991 -1.3603 -0.359
H -3.0324 2.4194 -2.2229 0.899
H 0.5757 0.4945 -5.7752 0.497
H -0.0486 -1.3729 -7.2790 0.380
H -0.7134 -3.5548 -6.3509 0.389
H -0.7705 -3.9299 -3.9199 0.455
H -4.1494 -2.8703 1.5377 0.283
H -3.7990 -1.1936 1.1221 0.108
H -5.1307 -2.0442 0.3257 0.544
H -3.8796 -4.6715 -0.3232 0.358
H -4.6841 -3.6705 -1.5284 0.514
H -3.0531 -4.2614 -1.8346 0.271
H -2.7189 -0.5840 -1.1080 0.235
H -2.6974 -1.7886 -2.4009 0.212
H -4.2383 -1.2485 -1.7243 0.735
O -0.9665 0.8902 0.6608 1.080
C -1.7465 1.1375 1.6941 0.340
C -2.9901 1.7524 1.4988 -0.196
C -3.7995 2.0519 2.5747 -0.712
C -3.4065 1.7434 3.8778 -1.035
C -2.1992 1.1098 4.0770 -0.669
C -1.3597 0.7897 3.0037 0.421
C -0.1652 0.0261 3.2654 -0.991
N 0.6271 -0.3750 2.3449 1.501
N 1.6377 -1.2450 2.7196 -1.140
C 2.1350 -1.7469 1.6339 -0.137
O 1.6739 -1.4562 0.4456 -0.457
C 3.2294 -2.7399 1.7151 0.559
C 3.7191 -3.1617 2.9486 -0.447
C 4.7304 -4.1059 3.0041 -0.895
C 5.2601 -4.6318 1.8316 -0.389
C 4.7791 -4.2052 0.6024 -1.061
C 3.7665 -3.2588 0.5426 0.264
H -3.2896 1.9960 0.4884 0.361
H -4.7524 2.5373 2.4009 0.433
H -4.0419 1.9911 4.7172 0.378
H -1.8793 0.8445 5.0786 0.432
H 0.0446 -0.2854 4.2876 0.277
H 3.2995 -2.7364 3.8501 0.453
H 5.1119 -4.4302 3.9642 0.405
H 6.0529 -5.3683 1.8783 0.388
H 5.1986 -4.6034 -0.3129 0.403
H 3.3905 -2.8998 -0.4060 0.426
N 3.9482 0.9879 0.2516 -1.002
C 2.7977 0.8786 0.1867 0.358
F 2.4101 4.5254 7.1484 -0.336
C 2.0918 4.1803 5.8887 0.783
C 1.3911 5.0503 5.0743 0.069
F 1.0276 6.2532 5.5512 -0.324
C 1.0630 4.6824 3.7840 -0.228
F 0.3782 5.5787 3.0563 -0.336
C 1.4053 3.4441 3.2280 0.355
S 0.9446 3.0356 1.6047 0.325
C 2.1248 2.6039 4.0827 -0.265
F 2.5263 1.3993 3.6576 -0.321
C 2.4574 2.9488 5.3803 -0.135
F 3.1391 2.0910 6.1562 -0.327
```

Record 3
The following is a DFT calculation (the ωB97M-V functional and the def2-TZVPD basis) of a cluster of 2 separate species, C3H8NO3 in total.

**E_HOMO**: -3.98 eV
**Net charge**: -1
**Relative energy (zero: lowest compared OMol25 entry of this formula, charge and spin)**: 25.0 kcal per mole

The geometry in XYZ format:
```
15
Properties=species:S:1:pos:R:3:nbo_charge:R:1
O 1.3878 -2.2549 -1.6094 -0.777
C 0.3317 -1.9404 -1.0260 0.765
O -0.8119 -2.3875 -1.1409 -0.772
C 0.4746 -0.4124 -0.3845 -0.177
C 1.4768 -0.1453 0.6866 -0.626
N -0.9009 0.0920 -0.1073 -0.899
H 0.7184 0.2980 -1.1949 0.184
H 1.5777 0.9223 0.9394 0.184
H 1.4846 -0.5885 1.6871 0.191
H 2.4938 -0.4226 0.3912 0.225
H -1.5275 -0.4535 -0.6878 0.395
H -1.2851 -0.0212 0.8201 0.339
H -1.8193 2.4812 1.3160 0.452
H -1.5990 2.0387 -0.1143 0.506
O -2.0016 2.7940 0.4247 -0.991
```

Record 4
The following is a DFT calculation (the ωB97M-V functional and the def2-TZVPD basis) of a cluster of 3 separate species, C18H25F6NO4P in total.

**E_HOMO**: -12.06 eV
**Net charge**: +1

The geometry in XYZ format:
```
55
Properties=species:S:1:pos:R:3:nbo_charge:R:1
C -2.1363 2.1067 1.3635 -0.321
C -1.4150 1.3945 0.4536 -0.269
C -1.6883 -0.1532 0.4849 0.108
C -3.1218 -0.5990 0.3220 -0.269
C -3.4135 -2.0133 0.3568 0.288
C -4.9064 -2.4644 0.1493 -0.652
N -2.3935 -2.9145 0.5661 -0.492
C -1.0608 -2.5588 0.7482 0.021
P 0.1373 -3.9900 1.0713 0.755
C -0.3087 -4.4916 2.8521 -0.911
C 1.8781 -3.2636 1.2699 -0.920
C -0.6393 -1.1536 0.7041 -0.264
H -1.9694 3.1826 1.5867 0.235
H -2.9862 1.5987 1.8905 0.205
H -0.7162 1.8789 -0.2675 0.253
H -3.9369 0.1466 0.1859 0.259
H -5.1025 -2.3250 -0.9518 0.260
H -5.0364 -3.5210 0.4831 0.239
H -5.5475 -1.7524 0.7340 0.257
H -2.6193 -3.9127 0.6057 0.441
H -1.2110 -5.1573 2.8574 0.242
H -0.6284 -3.5528 3.3957 0.233
H 0.5768 -4.9240 3.3760 0.267
H 2.0857 -3.0638 2.3613 0.252
H 2.5807 -4.0807 0.9716 0.267
H 2.0323 -2.3433 0.6574 0.244
H 0.4249 -0.8534 0.8330 0.266
C 5.8785 2.3481 2.9281 -0.639
C 5.5858 1.6216 1.6314 -0.079
O 5.9531 0.2339 1.7293 -0.468
C 5.0619 -0.5706 2.3112 0.693
O 4.0013 -0.2172 2.7484 -0.553
C 5.5669 -2.0142 2.2992 0.898
F 6.8572 -2.1112 2.6511 -0.298
F 5.4618 -2.5710 1.0758 -0.312
F 4.8839 -2.8116 3.1384 -0.309
H 6.9230 2.2130 3.2149 0.223
H 5.6749 3.4145 2.8253 0.228
H 5.2694 1.9564 3.7446 0.221
H 6.1883 2.0455 0.8279 0.205
H 4.5393 1.7253 1.3387 0.193
C -3.0792 1.2454 -3.5978 -0.636
C -3.2345 2.6871 -3.1806 -0.079
O -2.2993 3.5119 -3.8892 -0.485
C -2.6703 3.8933 -5.1219 0.690
O -3.7020 3.5900 -5.6449 -0.523
C -1.6061 4.8039 -5.7371 0.898
F -0.3600 4.3338 -5.5431 -0.309
F -1.6450 6.0369 -5.1996 -0.306
F -1.7640 4.9484 -7.0565 -0.295
H -2.0440 0.9211 -3.4681 0.211
H -3.7311 0.6038 -3.0018 0.207
H -3.3307 1.1104 -4.6509 0.235
H -3.0045 2.7768 -2.1173 0.186
H -4.2532 3.0549 -3.3160 0.207
```

Please write out number 3 again, unchanged.
The following is a DFT calculation (the ωB97M-V functional and the def2-TZVPD basis) of a cluster of 2 separate species, C3H8NO3 in total.

**E_HOMO**: -3.98 eV
**Net charge**: -1
**Relative energy (zero: lowest compared OMol25 entry of this formula, charge and spin)**: 25.0 kcal per mole

The geometry in XYZ format:
```
15
Properties=species:S:1:pos:R:3:nbo_charge:R:1
O 1.3878 -2.2549 -1.6094 -0.777
C 0.3317 -1.9404 -1.0260 0.765
O -0.8119 -2.3875 -1.1409 -0.772
C 0.4746 -0.4124 -0.3845 -0.177
C 1.4768 -0.1453 0.6866 -0.626
N -0.9009 0.0920 -0.1073 -0.899
H 0.7184 0.2980 -1.1949 0.184
H 1.5777 0.9223 0.9394 0.184
H 1.4846 -0.5885 1.6871 0.191
H 2.4938 -0.4226 0.3912 0.225
H -1.5275 -0.4535 -0.6878 0.395
H -1.2851 -0.0212 0.8201 0.339
H -1.8193 2.4812 1.3160 0.452
H -1.5990 2.0387 -0.1143 0.506
O -2.0016 2.7940 0.4247 -0.991
```